{"formula": "C31H89N13O10", "method": "ωB97M-V/def2-TZVPD", "e_tot_ev": -73434.010, "smiles": "COC[C@H](C)N.COC[C@H](C)N.COC[C@H](C)N.COC[C@H](C)N.COC[C@H](C)N.COC[C@H](C)N.COC[C@H](C)N.NC(N)=O.NC(N)=O.NC(N)=O", "homo_energy_ev": -8.3, "species": ["C", "O", "C", "C", "C", "N", "H", "H", "H", "H", "H", "H", "H", "H", "H", "H", "H", "C", "O", "C", "C", "C", "N", "H", "H", "H", "H", "H", "H", "H", "H", "H", "H", "H", "C", "O", "C", "C", "C", "N", "H", "H", "H", "H", "H", "H", "H", "H", "H", "H", "H", "C", "O", "C", "C", "C", "N", "H", "H", "H", "H", "H", "H", "H", "H", "H", "H", "H", "C", "O", "C", "C", "C", "N", "H", "H", "H", "H", "H", "H", "H", "H", "H", "H", "H", "C", "O", "C", "C", "C", "N", "H", "H", "H", "H", "H", "H", "H", "H", "H", "H", "H", "C", "O", "C", "C", "C", "N", "H", "H", "H", "H", "H", "H", "H", "H", "H", "H", "H", "N", "C", "N", "O", "H", "H", "H", "H", "N", "C", "N", "O", "H", "H", "H", "H", "N", "C", "N", "O", "H", "H", "H", "H"], "xyz": [[2.374048, 2.830318, -3.657797], [1.089284, 2.662665, -4.175444], [0.711338, 1.306151, -4.326079], [-0.721426, 1.052895, -4.773883], [-1.062558, 1.603424, -6.119590], [-1.746144, 1.555145, -3.803342], [2.430316, 2.356384, -2.643775], [2.623751, 3.899438, -3.514585], [3.168573, 2.481151, -4.297727], [1.461621, 0.806790, -5.006815], [0.833451, 0.728828, -3.342765], [-0.731710, -0.023953, -4.854133], [-0.441913, 1.186860, -6.887532], [-0.966043, 2.739063, -6.005144], [-2.093345, 1.453421, -6.380791], [-2.442821, 2.127092, -4.310026], [-2.337729, 0.785111, -3.426046], [-1.311215, -3.516082, -4.955480], [0.076307, -3.196650, -4.720104], [0.234955, -2.438590, -3.613768], [1.711093, -2.068689, -3.487307], [2.535745, -3.297395, -3.589091], [1.953519, -1.478822, -2.115236], [-1.484775, -3.977371, -4.020807], [-1.377902, -4.263695, -5.687263], [-1.880154, -2.639575, -5.058506], [-0.386456, -1.502594, -3.564488], [-0.084181, -3.025487, -2.649693], [1.935732, -1.364041, -4.276209], [2.127786, -3.893358, -2.763451], [3.606198, -3.046583, -3.602284], [2.279583, -3.943459, -4.447171], [1.078759, -1.030326, -1.747377], [2.305759, -2.199868, -1.529777], [-3.654821, 4.783221, -4.882955], [-2.922155, 5.984263, -4.744353], [-1.619008, 5.736566, -4.249150], [-1.665136, 5.557134, -2.746851], [-1.765687, 6.975468, -2.115065], [-0.444114, 5.007903, -2.165097], [-3.394417, 4.395479, -5.897474], [-4.778427, 4.913656, -4.973527], [-3.470951, 4.058674, -4.071758], [-1.244505, 4.866646, -4.781827], [-0.970011, 6.517741, -4.637170], [-2.572149, 4.905530, -2.467176], [-1.804233, 6.930891, -1.048349], [-2.690776, 7.419432, -2.518255], [-0.866947, 7.542078, -2.457188], [0.292138, 5.688947, -2.131881], [-0.167992, 4.159120, -2.669692], [-2.517067, -2.580500, 2.735310], [-3.138490, -2.689991, 1.483347], [-3.181110, -1.464122, 0.714948], [-3.479798, -1.812713, -0.733746], [-2.629496, -2.946925, -1.305542], [-3.213584, -0.569500, -1.420863], [-2.372128, -3.522790, 3.215236], [-3.031667, -1.970199, 3.414297], [-1.499035, -2.181365, 2.594382], [-3.894631, -0.835878, 1.225036], [-2.269921, -0.861399, 0.767237], [-4.593279, -1.898841, -0.802148], [-1.581872, -2.629968, -1.254293], [-2.841220, -2.963218, -2.374277], [-2.595433, -3.837578, -0.682458], [-2.295471, -0.206036, -1.376407], [-3.901592, 0.086184, -1.126628], [1.499812, -4.923956, 6.147515], [1.743340, -3.565427, 6.506013], [2.660058, -2.924836, 5.758487], [2.850436, -1.473282, 6.114977], [4.040379, -0.838865, 5.351890], [3.140544, -1.249783, 7.546307], [1.651028, -5.393560, 7.137024], [2.177550, -5.227720, 5.381009], [0.508316, -4.991176, 5.742314], [3.690202, -3.258664, 5.798030], [2.374796, -2.929601, 4.697887], [1.953414, -0.997796, 5.738430], [3.709549, -0.802820, 4.310773], [4.983222, -1.322083, 5.498051], [4.198667, 0.256574, 5.663106], [3.162762, -0.351493, 8.005035], [2.681967, -1.962868, 8.224639], [0.787243, -2.103556, 0.903150], [1.183448, -3.255661, 1.618801], [1.416842, -4.386914, 0.855840], [1.888214, -5.466509, 1.770842], [0.872183, -6.012549, 2.772919], [3.107708, -4.983882, 2.532198], [0.413052, -1.436695, 1.699775], [-0.018126, -2.379549, 0.254816], [1.593131, -1.551208, 0.408766], [0.468197, -4.607813, 0.296430], [2.198364, -4.219765, 0.095592], [2.151685, -6.328455, 1.082934], [0.393828, -5.210941, 3.361831], [1.431808, -6.644354, 3.473551], [0.055996, -6.658776, 2.438678], [2.718034, -4.274845, 3.165796], [3.359496, -5.750678, 3.164628], [-2.589685, 1.051446, 3.918073], [-1.822690, 2.182534, 3.673899], [-0.559113, 1.873682, 3.093248], [0.431945, 3.071420, 3.431853], [-0.312310, 4.355217, 3.008856], [1.654520, 2.911441, 2.597232], [-2.012245, 0.207231, 4.343958], [-3.026097, 0.614743, 3.042840], [-3.343965, 1.315638, 4.673527], [-0.171981, 0.956796, 3.547365], [-0.731840, 1.641694, 2.084246], [0.683929, 3.008073, 4.536847], [-0.544225, 4.127954, 1.928983], [0.357610, 5.223663, 2.992430], [-1.239074, 4.448750, 3.533494], [2.400244, 2.288224, 2.957200], [2.084486, 3.838281, 2.364837], [5.659452, -0.476648, -0.030393], [4.734059, -1.004456, 0.757039], [4.745668, -2.370905, 0.840144], [4.029093, -0.337309, 1.539284], [5.732553, -0.947957, -0.895343], [5.635952, 0.511536, -0.182946], [5.157652, -2.972551, 0.163254], [4.015509, -2.708483, 1.415888], [-5.764224, 3.485748, 0.101999], [-4.467093, 3.014715, 0.004586], [-3.558172, 3.359418, 0.947791], [-4.176676, 2.264852, -0.932940], [-6.216846, 3.422059, -0.821147], [-5.732418, 4.351128, 0.619310], [-2.648954, 2.940550, 0.934307], [-3.849224, 3.769079, 1.857585], [1.279321, 1.335694, 0.058687], [0.058416, 1.152728, -0.576868], [-0.847320, 2.195975, -0.442213], [-0.194432, 0.068823, -1.194304], [1.404190, 2.053525, 0.782577], [1.838408, 0.487550, 0.107979], [-0.327181, 3.054263, -0.283679], [-1.508853, 2.237268, -1.179697]], "forces_ev_per_a": [[0.228, 0.445, 1.601], [-0.831, 0.288, -0.406], [1.239, -1.250, 1.175], [-0.594, 0.394, 0.489], [0.268, 2.390, 0.314], [-0.699, -0.533, 0.003], [0.221, 0.109, -0.717], [-0.670, -0.300, -0.127], [0.214, -0.700, -0.421], [-0.833, 0.361, 0.172], [-0.090, 0.980, -0.950], [-0.322, -0.516, 0.191], [0.483, 0.155, -0.553], [0.200, -1.346, -0.691], [-0.547, -0.426, -0.071], [0.760, -0.314, 0.309], [0.852, 0.507, -0.165], [2.535, -0.217, 1.894], [-0.661, -0.299, -2.657], [-0.093, 0.567, 2.961], [-0.800, 0.656, 1.534], [-0.151, -1.127, -0.601], [-0.814, 1.016, -1.921], [-1.576, -0.731, 1.055], [-0.132, -0.545, -1.412], [-0.977, 1.084, -0.532], [0.251, -0.665, -0.245], [0.565, 0.690, -1.349], [0.242, 0.415, -0.128], [1.026, -0.268, 0.370], [-0.286, -0.478, 0.453], [0.315, 0.700, -0.013], [1.175, -0.621, -0.208], [-0.033, -0.556, 0.614], [-0.946, -0.323, -1.445], [-0.882, 0.397, 0.376], [-0.483, -0.800, -0.919], [0.176, 0.872, 1.338], [-0.593, -0.474, -1.640], [-0.603, -1.521, -0.214], [0.065, -0.461, 0.779], [1.303, 0.526, 0.511], [0.043, 0.196, -0.405], [0.245, -0.699, 0.249], [0.009, 0.551, 0.555], [1.378, 0.933, -0.317], [-0.004, -0.013, 0.701], [0.476, 0.288, 0.280], [-0.730, -0.180, 0.321], [0.307, 0.095, -0.254], [0.283, 0.396, 0.152], [1.563, 0.192, -1.302], [0.194, -0.040, -0.154], [0.354, -1.725, 1.297], [-0.366, 1.172, 0.822], [0.432, 1.212, 0.541], [-1.408, -0.579, -1.779], [-0.252, -1.009, -0.043], [-1.017, 1.187, 0.992], [-0.130, 0.144, 0.178], [-0.900, 0.463, -0.340], [0.659, -0.532, 0.033], [0.857, -0.828, -0.226], [-0.054, 0.413, -0.007], [-0.206, -0.868, 0.119], [-0.792, -0.384, -0.539], [1.151, 0.189, 0.445], [-0.121, 0.988, -0.066], [0.318, 1.112, 1.647], [-1.096, -0.265, 1.129], [1.867, 1.486, -1.568], [0.731, 1.861, 1.110], [-1.593, 1.671, -0.152], [-1.111, -3.236, 1.837], [-0.349, -0.806, -0.968], [0.717, -0.553, -0.281], [-0.660, -0.329, 0.102], [0.374, -1.355, 0.306], [0.020, 0.049, -0.181], [-0.541, 0.686, 0.290], [0.671, -0.040, -0.282], [0.424, -0.605, 0.015], [-0.435, -1.557, -0.262], [-0.248, 0.191, -0.813], [0.875, 1.776, -1.874], [-0.057, 0.403, 1.615], [0.539, 0.804, 0.700], [-0.639, 0.325, -1.090], [0.567, -1.776, -0.028], [-0.364, 0.057, 0.820], [-1.185, -0.361, -0.321], [-0.033, -0.028, -0.526], [-0.472, 0.183, -0.759], [0.062, -0.549, -0.110], [0.642, -0.414, 0.358], [-0.020, 0.131, 0.068], [0.189, 0.863, 0.826], [0.310, -0.134, -0.244], [-0.127, 0.108, 0.041], [0.145, 0.219, -0.654], [0.360, -0.075, -0.323], [0.155, 0.281, -0.360], [-0.111, -0.808, 1.378], [0.567, 0.272, 0.168], [0.680, 0.723, 2.403], [-0.320, -1.035, -0.193], [1.305, -1.220, -1.709], [0.565, 0.956, -0.197], [0.160, 0.450, 0.098], [-0.594, 0.070, -0.855], [0.000, -0.076, -0.470], [0.114, -0.087, 0.164], [0.302, 0.218, -1.815], [-0.476, 0.264, -1.149], [-0.043, 0.564, 0.816], [-0.417, 0.006, 0.425], [-0.289, 0.438, 0.416], [-0.892, 0.581, -0.058], [-0.513, -1.236, 0.552], [1.239, 1.008, -1.490], [-1.554, -0.265, 3.151], [-0.277, 0.971, -0.166], [0.441, -0.511, -1.038], [0.524, -0.586, -0.957], [-0.289, 0.398, 0.314], [0.216, -0.213, -0.255], [-0.595, -0.823, 0.442], [0.914, 0.124, 0.169], [0.117, -1.627, -1.450], [-0.912, 1.188, 1.760], [0.201, 0.470, 0.369], [0.206, 0.445, 0.994], [-0.981, 0.321, -0.372], [0.196, -0.354, -0.232], [0.352, -0.564, -1.244], [-1.259, -0.397, -0.840], [0.600, -1.811, -0.156], [1.797, -0.599, 0.705], [-0.100, 2.546, 1.366], [-0.061, -0.420, -0.077], [0.024, 0.509, 0.101], [-0.566, 0.237, -0.257], [-0.781, 0.111, -0.889]], "lowdin_charge": [-0.129, -0.201, -0.205, -0.422, -0.066, 0.077, 0.092, 0.089, 0.076, 0.135, 0.114, 0.106, 0.074, 0.097, 0.069, 0.049, 0.066, -0.032, -0.180, -0.283, -0.419, -0.070, 0.057, 0.063, 0.079, 0.077, 0.115, 0.139, 0.115, 0.080, 0.088, 0.086, 0.017, 0.011, -0.120, -0.191, -0.217, -0.424, -0.060, 0.043, 0.093, 0.103, 0.064, 0.103, 0.130, 0.150, 0.057, 0.082, 0.089, 0.062, 0.056, -0.110, -0.180, -0.187, -0.407, -0.036, 0.051, 0.078, 0.057, 0.075, 0.113, 0.111, 0.153, 0.040, 0.070, 0.079, 0.011, 0.033, -0.057, -0.161, -0.292, -0.434, -0.065, 0.018, 0.108, 0.052, 0.076, 0.130, 0.120, 0.118, 0.056, 0.063, 0.098, 0.056, 0.107, -0.087, -0.195, -0.247, -0.401, -0.072, 0.054, 0.092, 0.066, 0.054, 0.145, 0.116, 0.152, 0.071, 0.068, 0.078, 0.036, 0.066, -0.124, -0.209, -0.183, -0.369, -0.054, 0.004, 0.088, 0.059, 0.100, 0.114, 0.075, 0.149, 0.080, 0.078, 0.063, 0.096, 0.097, 0.167, -0.681, 0.183, -0.018, 0.088, 0.108, 0.095, 0.058, 0.138, -0.665, 0.174, -0.014, 0.119, 0.086, 0.053, 0.126, 0.183, -0.558, 0.175, -0.072, 0.054, 0.070, 0.081, 0.055]}